# 1
Formula: H8O4
Source: OMol25
Level of theory: ωB97M-V with the def2-TZVPD basis set

CARTESIAN COORDINATES (ANGSTROEM)
H: -0.68232 0.01834 1.02230
O: 2.00249 -1.04431 -2.30371
O: 0.68337 0.60853 3.08310
H: -3.01057 0.79532 -2.32143
H: 1.14269 -0.17717 3.40332
H: -2.00872 0.39558 -1.22502
O: -0.50367 -0.03502 0.07625
O: -2.78359 0.95738 -1.39976
H: 2.39948 -0.21773 -2.00407
H: 0.45159 -0.13842 0.01442
H: -0.18538 0.57460 3.50238
H: 2.49465 -1.73710 -1.84779

HOMO-LUMO gap: 11.02 eV
Energy above the lowest of the compared OMol25 structures with the same formula, charge and spin: 90.4 kJ/mol
E: -8319.739 eV
LUMO level: 0.3735 eV
SMILES: O.O.O.O
Charge: 0
E_HOMO: -10.65 eV

***

# 2
Formula: C42H99N4O19S
Source: OMol25
Level of theory: ωB97M-V with the def2-TZVPD basis set

CARTESIAN COORDINATES (ANGSTROEM)
H: -3.05904 -7.87270 -4.27972
H: -0.07572 -10.78326 -6.11076
H: -0.95659 3.84613 -3.44632
H: 0.31403 -11.13667 -4.42116
H: 0.13207 0.64043 -0.34115
H: -4.60049 -2.91660 -2.97444
H: -2.20336 -5.86800 -5.54739
H: -2.98529 -3.61139 -2.71416
O: 1.98455 0.79357 12.21184
H: -7.41429 -0.73427 0.07678
C: -8.37959 -0.01408 1.84166
C: 5.97762 3.60038 4.26737
H: 6.20360 4.37069 3.52327
H: 0.16937 -8.72766 -4.73571
H: 8.10022 2.29884 6.39865
C: 0.78475 1.62477 9.31718
C: 1.08681 0.72624 -8.74262
H: -4.87732 -1.85237 2.00661
C: -2.62480 0.39868 0.10418
H: -0.03774 4.14290 7.43429
O: -2.14634 -1.64964 1.54872
H: -0.19329 -0.81176 -5.70664
H: -2.40641 -10.92442 -6.75480
C: 2.13752 -0.51252 11.68057
O: -8.30027 -0.13082 3.25416
H: 7.94347 1.74037 4.72054
H: 5.11068 0.89271 -4.46234
C: 2.98929 1.69084 11.75864
H: 3.06989 -1.36703 -1.16026
H: -7.28322 -1.83738 1.45440
S: -3.10573 -2.20684 -4.75547
H: -1.82179 2.49913 -2.68775
H: -3.30579 -9.60693 -4.63357
C: -0.45871 -10.73971 -5.08667
O: 7.07301 3.56068 5.17082
C: -1.07100 1.53860 4.91231
H: -2.16726 3.81147 6.34778
H: 0.28188 2.54670 9.00978
H: 1.32129 4.63422 6.41347
H: 3.89675 4.04802 7.59863
C: 2.46862 2.59839 10.65937
H: -1.62935 2.21054 -9.47541
C: -3.52070 -2.69465 -3.04351
H: 2.29925 -0.49671 10.60020
H: -2.07453 1.78913 -7.06330
H: -9.33816 -0.44494 1.53773
H: 4.27822 -0.30548 -5.46891
H: 3.55489 -3.50108 -0.50761
H: 4.45872 2.38228 7.83575
H: -1.62234 6.89387 -0.97249
O: -2.22239 0.34383 2.48543
H: -0.02954 0.89490 -6.16238
H: -6.82313 1.34314 3.37570
H: -8.46988 1.83743 3.86591
C: -2.32855 -0.27418 1.49186
H: -1.91526 5.54902 6.67910
O: 3.59685 1.60064 -5.70755
H: 1.59092 3.15643 10.99912
H: -3.02861 0.73552 -8.11610
O: -1.60176 -11.56997 -4.93765
H: 0.33018 1.24897 10.23656
H: 1.40959 2.23101 6.77976
H: 2.97335 -1.02130 12.17139
O: -1.68160 -8.69688 -5.57870
H: 1.15496 -2.09748 0.32706
H: 3.24928 3.32237 10.40368
H: 3.27704 2.30771 12.61545
N: -3.21532 -1.65741 -2.03867
O: -1.49494 -0.21057 -7.15942
C: 0.68026 2.62700 6.06848
H: -5.88114 -1.14204 3.30224
H: -0.46619 0.80267 4.37261
H: 5.87080 2.64585 3.74192
H: -2.45320 5.01173 5.07451
C: 4.14215 0.59622 -4.87184
H: 0.64968 -3.29648 -0.95943
C: -2.25118 -11.83510 -6.17189
C: -0.74378 0.08521 -5.99160
H: 2.70800 3.39478 -5.35045
C: 3.65250 2.89355 -5.11457
H: -1.78207 -3.49567 -6.39686
H: 3.87691 1.14507 11.42354
H: -1.12545 -9.26296 -3.65405
C: -2.01270 -1.15652 -1.79617
H: -4.43125 -0.30090 2.74494
H: 7.04772 3.12363 -7.13075
O: -0.21490 3.16724 -1.61275
N: -1.71418 -0.22986 -0.85936
H: 1.11659 2.55724 5.06726
H: 2.52794 -2.45824 -2.47232
O: 6.05569 3.17418 -5.31698
H: 3.89288 4.07074 4.22861
H: 0.73455 -0.24151 -8.37823
H: -1.66640 -12.55184 -6.75646
N: -0.39385 -0.00208 -0.92557
H: 0.27746 5.46782 -0.30429
C: 0.66702 5.42040 -1.32591
H: -3.24330 -5.19974 -4.26870
C: -5.26548 -0.91893 2.42933
H: -0.24103 2.20699 -3.44619
H: -2.47781 1.48892 0.17658
H: 1.35499 3.94090 -2.74573
H: 6.54921 1.65207 5.83518
C: -7.26388 -0.78403 1.15992
C: -0.83395 2.92717 -2.87114
H: 5.61709 3.62834 7.34253
C: -2.99706 -8.64699 -5.05286
C: -1.82252 4.75907 5.92678
H: 1.22259 -1.06823 11.88598
H: -1.52204 -4.80314 -4.23705
C: -1.16874 1.35262 -8.97596
C: 0.11367 -0.77232 -1.90479
C: -2.01281 0.96384 -7.77938
C: -1.55242 6.12096 -1.74385
C: -2.66581 -3.67694 -5.74914
O: -5.98821 -0.20441 1.43292
H: 1.34417 0.64990 -9.80376
O: -0.22388 6.04674 -2.23782
H: -1.41989 -1.91275 0.95765
O: 1.40323 -0.68229 -2.17214
C: -0.75756 -9.30745 -4.68391
H: -3.99620 -1.33441 -1.48028
O: -0.48160 4.67703 5.47182
H: -2.20514 6.39327 -2.57234
H: 3.44871 0.37422 -4.05130
H: -2.06061 1.11610 5.08381
H: 0.65555 0.87795 8.53476
C: 0.95062 3.98577 -1.73026
N: -0.85515 -1.50630 -2.47113
C: 7.42458 2.23867 5.54628
C: 2.56650 -3.69439 -0.03618
H: -1.11230 0.53456 -9.70045
O: 2.17542 1.86558 9.47484
O: 4.28015 2.95639 5.88371
H: 4.74408 4.72418 -5.25696
H: -3.22333 -12.27601 -5.95215
C: -7.74224 1.02039 3.87052
C: 1.47298 -2.67200 -0.56727
H: 1.98357 0.99928 -8.18498
H: -1.17989 2.44195 4.30694
H: 5.96292 1.73504 -6.82929
H: -8.37072 1.03659 1.53547
H: 2.31700 -4.74064 -0.29850
C: 4.79402 3.71678 -5.68154
O: 0.12275 1.74796 -8.54688
C: 4.68772 3.97218 4.97597
H: 1.60451 5.98303 -1.35436
H: 4.78925 4.93405 5.48768
H: -3.67717 -8.38778 -5.86431
H: -3.48728 -3.92698 -6.45421
H: 7.49513 1.87655 -5.95118
C: 6.66078 2.43892 -6.37009
C: 2.17737 -1.81484 -1.64554
H: -7.50880 0.76795 4.90451
H: 3.73146 2.81884 -4.02474
H: 4.70644 3.80511 -6.76852
H: 2.66286 -3.64365 1.06415
O: -0.48582 1.81460 6.17210
C: -2.37749 -4.96806 -4.93027
H: -1.88804 5.16471 -1.33411
C: 4.58740 3.28094 7.23266
H: -3.67495 0.12051 -0.12410
H: 1.70182 3.57189 -1.05026
C: 0.38334 4.07056 6.42723
H: -1.42111 0.35718 -5.17327

HOMO-LUMO gap: 7.83 eV
Energy above the lowest of the compared OMol25 structures with the same formula, charge and spin: 0.0 kJ/mol
E: -100840.170 eV
LUMO level: -2.5610 eV
Charge: +1
E_HOMO: -10.39 eV

***

# 3
Formula: C23H50NO36S9
Source: OMol25
Level of theory: ωB97M-V with the def2-TZVPD basis set

CARTESIAN COORDINATES (ANGSTROEM)
O: 7.29202 1.06120 0.96226
S: -3.21872 -4.86595 0.63113
C: 14.51445 -0.35160 -1.71779
O: -7.79243 0.76383 6.33093
N: 1.44989 3.12980 -1.88737
H: -2.81548 0.68816 -7.14206
S: -1.51172 -0.10822 5.23219
O: 7.18036 1.74931 -1.39198
O: -2.57937 0.29936 -5.10034
H: -4.92806 -3.18454 5.15194
O: -2.00926 -1.73633 -3.86310
H: -7.09864 -0.07612 -9.74114
H: 4.70720 1.19332 1.56001
O: 9.05676 2.40941 0.03252
H: -1.58061 1.64851 -6.29783
O: -8.23561 -1.33115 5.12492
C: -1.64637 3.67291 0.29664
O: -5.08865 0.22437 -9.28384
O: -1.90141 0.50315 6.45052
H: -6.74642 1.20193 -8.55660
O: -0.15231 -0.37917 4.92823
C: 4.00701 1.00881 -0.52011
H: -0.24342 -0.07793 -7.37738
C: -6.41777 0.73045 -9.48502
C: 2.84710 2.60729 -1.75384
H: 9.52777 2.25375 2.03306
H: -2.89613 -3.93737 6.25745
O: 6.84384 3.40898 0.42406
C: -2.85866 -0.15685 3.14261
H: -1.45093 -1.32969 -7.01074
O: -2.35340 -1.44905 5.02251
H: -3.65231 -2.92063 7.50423
O: -0.97185 0.40905 -3.23434
H: 10.56044 1.29109 0.95229
H: -5.73628 0.22446 8.07907
H: -2.03321 -3.10437 -2.01990
O: -3.92229 -4.97454 7.70454
H: 8.77830 -0.29077 0.49859
O: -0.38945 -0.65768 -5.37976
O: 13.86825 -1.06158 -0.65075
S: -1.48692 -0.46700 -4.22709
O: 12.59042 0.88748 -1.25990
O: 2.78557 1.34706 -1.21072
C: -7.83857 0.63367 7.75980
O: -2.14496 0.73514 4.01987
C: -0.66913 3.84600 -0.87203
O: 11.46316 -1.28102 -1.10659
C: 8.57631 0.47458 1.25073
H: 14.23039 -0.82312 -2.66071
H: 3.99073 -0.07293 -0.38602
H: -7.73383 1.60638 8.23258
O: -4.47215 -4.28581 -0.18105
C: -4.01046 -3.34869 -1.16712
H: 0.79652 2.46190 0.02628
H: -8.80219 0.19957 8.03221
O: -3.83747 -7.00232 6.31189
H: -4.71010 -3.28882 -1.99592
O: -2.06959 -4.37504 -0.37274
H: 0.91510 2.45057 -2.44611
C: -6.69558 -0.29763 8.09598
O: 12.25582 -0.14191 0.94930
H: -2.15128 -0.56663 2.42241
C: -3.77851 -3.80699 6.88753
H: 15.59394 -0.39242 -1.60430
O: -0.20154 0.37514 -0.55579
H: -2.69489 2.11765 1.33175
H: 4.39272 2.70866 0.70360
H: -5.88134 -3.37455 6.63841
H: 3.00700 1.67341 1.24183
C: 4.03226 1.68970 0.86545
C: -3.40149 -1.22928 4.05174
H: 14.46310 1.61846 -0.82066
O: -3.64190 1.97643 -8.34294
O: -3.06589 0.89164 -10.49498
C: -1.72042 2.23915 0.85533
H: 4.89501 1.25155 -1.10884
C: -2.03256 0.65844 -6.38362
H: -6.20528 1.26222 -11.57422
C: -6.26824 1.74505 -10.59757
H: -3.62351 -2.14654 3.51695
C: 13.97050 1.05676 -1.61656
S: -7.18509 -0.56281 5.67442
H: -1.32279 4.32647 1.11471
O: -2.20813 1.40928 -1.66323
S: 12.40243 -0.46747 -0.42578
H: 1.34544 4.12528 -0.04240
C: -0.99244 -0.40273 -6.66081
H: -7.07420 2.47363 -10.60618
O: -3.08236 -4.13496 1.84279
O: -6.69881 -1.26241 7.03173
H: -2.75114 -4.70759 -2.28636
H: -4.29434 -0.88815 4.58165
H: -3.92433 -2.36854 -0.69295
O: -6.03509 -0.19503 4.91903
H: 14.05584 1.60435 -2.55121
O: -5.32299 -5.13574 5.74516
H: 3.28654 2.58305 -2.76370
H: -3.64388 0.37437 2.61149
S: -4.75011 -6.09303 6.89986
C: 9.54589 1.62741 1.13913
S: -1.67283 0.97494 -0.41374
C: 0.76716 3.36779 -0.57710
H: -6.82286 -0.78847 9.05676
H: -1.00799 3.38689 -1.80396
C: -2.65766 -3.87637 -1.58450
O: -3.28321 -6.27728 0.61125
H: 3.43448 3.33186 -1.17717
H: -0.60376 4.92322 -1.07461
O: -5.82354 -6.52420 7.71720
H: 1.50814 3.99284 -2.43238
C: -5.04632 -3.76680 6.06179
H: -2.61910 4.06199 -0.00660
S: 7.47732 2.24886 -0.09469
H: -0.28950 -0.56352 -0.31155
S: -4.02695 1.38367 -9.58072
H: 8.57622 0.02041 2.23716
O: -2.47401 -0.13156 0.07224
O: -5.01250 2.39030 -10.33320
H: -0.99684 2.04848 1.65257

HOMO-LUMO gap: 9.30 eV
Energy above the lowest of the compared OMol25 structures with the same formula, charge and spin: 0.0 kJ/mol
E: -197364.502 eV
LUMO level: -2.5685 eV
Charge: +1
E_HOMO: -11.87 eV

***

Short version: F_max = 0.35; 2.47; 4.60 eV/Å, in the order given.